Record 1
Formula: C32H27I2N7OS5Ti
Source: the Open Molecules 2025 dataset
Level of theory: wB97M-V/def2-TZVPD

Last column: Mulliken spin population.
Cartesian coordinates (Å):
H (-2.350, -3.739, -3.565)  0.00
C (-1.450, 1.489, 2.046)  -0.01
H (6.617, 0.396, -0.021)  0.00
Ti (1.335, 0.511, 0.758)  0.93
C (1.984, -3.777, -2.608)  0.00
C (2.239, -2.487, -2.169)  0.00
S (2.480, 2.667, 0.375)  -0.02
C (-2.724, -3.950, -1.451)  0.00
N (-8.739, 3.432, 0.709)  0.05
N (5.347, 0.912, -1.613)  0.00
H (6.286, 3.832, -1.809)  0.00
C (1.435, -3.039, 0.022)  -0.01
H (1.159, 0.891, -2.267)  0.01
C (-2.148, -3.370, -2.568)  0.01
C (0.190, 1.216, -1.919)  0.17
I (0.995, -6.632, -2.374)  0.00
I (3.025, -1.122, -3.544)  0.00
H (-2.833, -3.878, 0.699)  0.00
H (6.985, 2.689, 0.487)  0.00
S (3.108, -0.156, 2.514)  -0.01
H (0.739, -5.035, 0.275)  0.00
H (-1.211, 1.025, 5.314)  0.00
C (-4.396, 1.522, -0.165)  0.10
H (-0.805, -1.808, -3.216)  -0.01
N (-0.099, 1.226, 2.210)  0.03
H (2.014, -2.375, 1.966)  0.00
H (-2.828, 2.486, -1.953)  0.01
O (2.156, -0.825, -0.475)  0.05
H (2.197, -4.050, -3.632)  0.00
H (1.086, 0.835, 3.931)  0.01
H (-4.020, 0.788, -0.866)  0.01
C (-7.622, 3.146, 0.718)  -0.01
H (4.688, 0.230, -1.950)  0.00
C (-1.091, 1.129, 4.246)  -0.03
C (0.099, 1.032, 3.545)  0.11
C (-3.495, 2.085, 0.766)  0.04
N (0.215, -1.471, 1.485)  -0.01
N (-0.144, 1.103, -0.616)  -0.02
H (-1.554, -2.490, 2.011)  0.00
C (-0.848, 1.774, -2.656)  -0.04
H (-0.839, 1.991, -3.714)  0.00
S (2.888, 3.082, 2.360)  0.01
C (1.445, -4.692, -1.724)  0.00
C (5.744, 1.027, -0.217)  0.00
C (-2.084, 1.412, 3.298)  0.16
H (-5.739, 4.112, 2.355)  0.00
C (-2.412, -3.443, -0.200)  0.00
C (-1.531, -2.370, -0.106)  0.01
C (1.178, -4.323, -0.413)  0.00
N (-0.984, -1.811, -1.180)  -0.01
C (6.091, 2.516, -0.110)  0.00
C (1.098, -2.641, 1.434)  0.00
H (-3.139, 1.528, 3.487)  0.01
H (4.939, 0.736, 0.453)  0.00
H (0.250, -1.090, 2.430)  -0.02
C (5.639, 1.998, -2.330)  0.00
S (5.278, 2.268, -3.945)  0.00
C (1.956, -2.052, -0.857)  0.01
C (-1.284, -2.299, -2.374)  0.01
C (-4.031, 3.022, 1.678)  0.10
H (-3.398, -4.793, -1.551)  0.00
C (-1.201, -1.784, 1.246)  0.04
N (6.309, 2.870, -1.519)  0.00
C (-5.731, 1.858, -0.180)  -0.05
C (-1.421, 1.589, -0.479)  -0.04
C (-1.882, 2.013, -1.747)  0.19
H (-1.760, -0.855, 1.371)  -0.02
C (-5.362, 3.372, 1.659)  -0.04
H (5.254, 3.074, 0.314)  0.00
C (-2.092, 1.716, 0.774)  0.15
H (-3.364, 3.494, 2.385)  0.00
S (4.157, 1.580, 2.967)  0.01
C (-6.238, 2.792, 0.732)  0.11
H (0.647, -3.498, 1.954)  0.00
H (-6.401, 1.391, -0.891)  0.00

As for the multiplicity: 3. As for the total charge: -2. The value obtained for the HOMO energy (alpha / beta) is -0.69 / -2.23 eV. As for the relative energy (zero: lowest compared OMol25 entry of this formula, charge and spin): 0.0 kJ/mol.

Record 2
Formula: C11H10N2
Source: the Open Molecules 2025 dataset
Level of theory: wB97M-V/def2-TZVPD

Last column: natural (NBO) charge in e.
Cartesian coordinates (Å):
N (-0.044, 2.017, -0.400)  -0.44
H (-0.705, 3.951, -0.076)  0.20
H (-3.542, 0.637, 0.139)  0.21
H (-3.003, -1.466, -0.167)  0.21
H (1.994, 0.084, -2.271)  0.20
C (-2.264, 2.437, 0.102)  -0.26
H (-1.269, -1.848, -0.758)  0.23
C (3.103, -1.944, -0.052)  0.03
N (2.885, -1.407, -1.257)  -0.41
C (-0.173, 0.737, -0.304)  0.24
H (2.804, -1.868, 2.021)  0.22
C (-2.477, 1.070, 0.043)  -0.18
C (1.967, -0.417, -1.392)  0.06
C (1.356, -0.609, 0.888)  -0.16
C (-1.019, 2.877, -0.145)  0.03
H (3.929, -2.765, 0.024)  0.20
C (2.484, -1.417, 1.068)  -0.26
C (1.063, -0.177, -0.376)  -0.12
C (-1.783, -1.285, -0.010)  -0.63
H (-3.040, 3.185, 0.293)  0.22
C (-1.536, 0.155, -0.251)  -0.05
H (-1.461, -1.551, 1.036)  0.23
H (0.731, -0.395, 1.846)  0.23

As for the multiplicity: 1. The value obtained for the HOMO energy is -9.25 eV. Its structure (SMILES) is Cc1cccnc1-c1cccnc1. As for the relative energy (zero: lowest compared OMol25 entry of this formula, charge and spin): 191.5 kJ/mol.

Record 3
Formula: C48H114O26P2
Source: the Open Molecules 2025 dataset
Level of theory: wB97M-V/def2-TZVPD

Last column: Löwdin charge in e.
Cartesian coordinates (Å):
H (6.792, 2.577, -0.146)  0.11
O (-2.243, 0.442, 0.795)  -0.18
H (8.245, 2.190, -1.803)  0.09
C (-6.872, -6.051, -2.001)  -0.22
H (0.764, -1.627, -9.772)  0.13
H (0.980, 5.424, -0.540)  0.13
H (2.252, 5.894, 4.887)  0.13
H (6.147, 5.971, 2.539)  0.09
H (2.083, 0.661, 0.629)  0.07
H (-5.864, -6.286, -1.659)  0.11
O (0.087, 3.627, -2.005)  -0.16
O (-0.053, -0.624, 0.967)  -0.18
C (5.402, 1.720, -6.016)  -0.12
H (5.084, 0.311, 3.545)  0.08
C (-1.733, -3.182, -0.453)  -0.22
H (0.330, -4.203, 9.359)  0.08
H (-1.335, 1.809, -0.404)  0.10
H (-5.145, -1.691, -1.317)  0.10
C (1.508, 5.135, 5.132)  -0.20
H (-2.335, -3.835, -7.591)  0.14
H (-6.958, -6.158, -3.077)  0.12
H (-0.626, 10.769, 0.604)  0.09
C (-0.690, 4.965, 5.839)  -0.12
H (6.160, -0.247, -0.925)  0.14
O (-7.096, -4.658, -1.700)  -0.17
O (-2.156, -1.658, 2.143)  -0.21
C (0.584, -5.804, 3.377)  -0.19
H (0.804, 1.892, 0.774)  0.06
C (-1.488, -4.538, -7.507)  -0.24
H (-0.149, 9.612, -0.645)  0.09
C (1.524, 3.994, 4.155)  -0.16
H (4.607, 4.545, -1.935)  0.13
O (-0.444, -3.043, -8.967)  -0.10
C (6.863, 1.494, 0.048)  -0.22
H (-2.295, -3.703, 0.314)  0.10
C (0.422, -5.279, 9.219)  -0.08
H (1.443, -5.591, 9.448)  0.08
H (-0.876, -6.496, 0.132)  0.08
C (-7.906, -6.916, -1.299)  -0.07
C (-0.132, 2.675, -3.016)  -0.11
H (0.805, 1.389, 4.890)  0.12
H (6.388, 1.902, -6.441)  0.09
H (-2.153, -3.473, -5.038)  0.09
H (-0.295, -5.787, 9.863)  0.09
H (-0.309, -5.176, 3.483)  0.13
C (-1.411, -4.277, -5.176)  -0.12
H (-0.908, 4.071, 5.248)  0.08
H (-4.908, -3.917, 2.119)  0.06
H (-0.511, 6.877, 3.118)  0.12
H (4.509, 1.938, 3.863)  0.08
C (-0.607, 8.458, 1.647)  -0.19
C (-1.007, 9.964, -0.040)  -0.15
O (0.293, 5.788, 5.287)  -0.16
C (5.211, 5.313, 0.054)  -0.24
O (-7.008, -2.441, -0.794)  -0.13
H (-1.175, 2.548, 2.942)  0.07
O (0.035, -5.660, 7.888)  -0.19
H (0.185, 1.692, -2.633)  0.10
H (-6.277, -5.909, 1.579)  0.11
H (3.568, 0.808, -2.094)  0.12
H (-0.279, -5.958, -12.482)  0.09
H (1.899, 4.145, 0.233)  0.12
H (1.967, 4.090, -2.727)  0.13
H (2.093, -0.029, 6.081)  0.13
H (4.875, 2.683, -6.093)  0.09
H (-5.560, -4.437, 3.629)  0.08
H (-0.496, -5.920, 5.578)  0.13
H (1.817, -6.614, 7.352)  0.13
C (-6.065, -1.417, -0.803)  -0.30
C (1.439, 1.191, 1.330)  -0.06
C (0.141, -7.217, 3.089)  -0.21
O (0.417, -4.533, -11.283)  -0.18
H (-0.670, -3.435, -0.452)  0.12
H (-1.704, -6.067, 1.663)  0.08
H (0.548, 3.758, 3.702)  0.11
H (6.772, 1.398, 1.130)  0.12
C (1.095, -5.853, 7.015)  -0.23
O (-0.175, -7.591, 1.747)  -0.18
H (-3.191, -2.866, -1.997)  0.07
O (-5.031, -3.978, -0.325)  -0.20
C (-2.907, 6.552, 3.682)  -0.21
H (-8.323, -7.684, -1.945)  0.07
H (-3.836, 0.612, -1.730)  0.07
H (4.869, 0.982, -6.627)  0.09
H (5.242, 1.029, 5.167)  0.09
C (-5.852, -4.045, 2.654)  -0.08
H (9.764, 1.376, -1.354)  0.08
C (8.684, 1.258, -1.446)  -0.08
H (-3.663, 4.561, 4.026)  0.13
C (0.532, -6.307, 5.676)  -0.20
O (1.321, -5.849, 4.591)  -0.14
H (-7.581, -5.268, 2.539)  0.12
O (-1.730, -1.725, -0.370)  -0.19
C (-0.502, -4.924, -12.210)  -0.16
H (-2.600, 2.917, 1.943)  0.08
C (0.518, -3.142, -11.181)  -0.22
C (-1.136, 7.183, 2.260)  -0.19
O (5.549, 1.324, -4.689)  -0.15
H (-2.040, 0.170, -2.004)  0.08
O (2.228, 2.854, 4.632)  -0.15
O (5.500, 1.419, -1.922)  -0.14
H (-0.035, 0.536, 2.784)  0.10
O (-1.854, 4.439, 3.078)  -0.19
C (5.773, 0.762, -0.692)  -0.18
H (-1.618, -3.439, -2.597)  0.05
H (-1.943, -5.228, -5.045)  0.09
C (-1.206, -6.867, 1.106)  -0.12
H (1.900, 2.773, -1.542)  0.11
C (-2.340, -3.507, -1.789)  -0.08
H (0.504, -7.398, 5.582)  0.12
H (3.605, 0.844, -4.544)  0.13
H (-2.861, 2.627, 3.594)  0.11
C (0.623, -2.711, -9.758)  -0.23
H (-7.450, -7.416, -0.438)  0.07
C (4.175, 4.736, -0.932)  -0.18
H (-1.164, -4.901, -9.581)  0.12
C (4.579, 0.927, 4.293)  -0.12
C (4.516, 0.770, -2.651)  -0.23
C (2.679, 0.827, 5.749)  -0.19
H (0.290, -4.898, -8.550)  0.14
H (-1.166, 2.663, -3.328)  0.07
H (5.910, 7.310, 1.377)  0.09
H (3.925, 2.424, -3.797)  0.13
O (3.317, 0.374, 4.573)  -0.19
H (5.981, 4.548, 0.230)  0.11
C (-2.343, 1.397, -0.282)  -0.22
H (0.487, 2.867, -3.906)  0.09
H (0.271, 8.203, 1.030)  0.12
H (-6.624, -0.417, 0.976)  0.09
C (-2.120, 3.083, 2.920)  -0.10
H (1.660, -4.918, 6.885)  0.13
C (1.448, 3.740, -1.822)  -0.26
C (-6.762, -4.977, 1.878)  -0.26
H (-0.520, 4.739, 6.910)  0.10
O (-0.695, -4.207, -6.398)  -0.16
H (4.884, 0.620, -0.053)  0.12
H (0.897, -7.956, 3.351)  0.13
H (4.777, -0.292, -2.791)  0.14
O (4.595, 5.701, 1.212)  -0.17
P (-1.603, -0.964, 0.997)  0.31
C (4.360, 1.429, -3.992)  -0.24
P (-6.476, -3.881, -0.507)  0.34
H (1.243, 2.243, 6.381)  0.13
H (-8.695, -6.306, -0.869)  0.08
O (8.130, 0.959, -0.168)  -0.18
H (-2.691, 1.690, -2.347)  0.06
H (-1.891, -5.558, -7.444)  0.13
H (3.435, 1.120, 6.479)  0.13
H (2.116, 4.221, 3.258)  0.13
H (-0.245, 9.208, 2.360)  0.13
C (0.633, 0.105, 2.031)  -0.22
H (-1.549, -4.874, -11.876)  0.09
H (2.010, 1.820, 2.017)  0.07
O (-2.439, 7.412, 2.718)  -0.09
H (1.550, -3.100, -9.297)  0.14
H (-2.332, 6.613, 4.629)  0.11
H (-1.636, 5.525, 5.915)  0.08
H (1.357, -2.803, -11.798)  0.13
H (-6.546, -0.622, -1.365)  0.12
O (-7.339, -4.372, 0.718)  -0.16
H (-0.767, -7.458, 3.662)  0.13
H (-0.375, -2.654, -11.597)  0.13
H (-2.715, -4.531, -1.750)  0.08
H (8.525, 0.413, -2.121)  0.09
C (1.641, 1.874, 5.415)  -0.21
C (-5.738, -0.928, 0.566)  -0.05
C (-3.045, 5.094, 3.288)  -0.24
H (4.774, 7.143, 2.673)  0.08
H (-1.733, 10.368, -0.741)  0.09
C (-0.685, -4.414, -8.730)  -0.20
H (1.290, -5.424, 2.643)  0.14
H (-4.947, -0.183, 0.661)  0.07
C (-2.784, 0.864, -1.627)  -0.06
O (2.941, 5.448, -1.018)  -0.12
H (1.365, -0.528, 2.538)  0.12
H (-5.506, -1.730, 1.265)  0.05
H (1.867, 4.769, 6.112)  0.13
O (-1.540, 8.919, 0.680)  -0.17
H (-3.899, 6.885, 4.000)  0.13
H (-0.469, -4.357, -13.152)  0.09
H (-0.637, -4.131, -4.422)  0.08
H (-1.038, 6.330, 1.587)  0.12
H (-2.042, -7.558, 0.911)  0.09
H (-3.000, 2.202, 0.031)  0.11
H (4.074, 3.650, -0.690)  0.12
H (5.732, 6.139, -0.463)  0.13
C (1.778, 4.699, -0.708)  -0.17
H (-3.678, 5.092, 2.377)  0.14
C (5.396, 6.560, 1.998)  -0.09
H (-6.313, -3.067, 2.769)  0.08

As for the multiplicity: 1. The value obtained for the HOMO energy is -9.21 eV. Its structure (SMILES) is CCOP(=O)(OCC)OCC.CCOP(=O)(OCC)OCC.COCCOCCOC.COCCOCCOC.COCCOCCOC.COCCOCCOC.COCCOCCOC.COCCOCCOC. As for the relative energy (zero: lowest compared OMol25 entry of this formula, charge and spin): 0.0 kJ/mol.